Record 1
This record from OMol25 describes a 2-piece molecular cluster, C4H3O2S overall. The level of theory is ωB97M-V/def2-TZVPD.

Computed properties:
net charge = -1
HOMO-LUMO gap (alpha / beta) = 3.8 / 4.5 eV

XYZ file:
```
10
Properties=species:S:1:pos:R:3:nbo_charge:R:1
C -1.75 -0.09 0.42 -0.82
C -0.38 -0.69 0.54 -0.52
C 0.02 -1.53 -0.40 0.62
C 1.73 1.25 -0.21 0.39
O 1.28 1.54 -1.25 -0.50
O 0.26 -2.28 -1.32 -0.57
S 2.63 1.55 1.05 -0.15
H -1.63 0.93 0.39 0.15
H -2.50 -0.43 -0.40 0.16
H 0.35 -0.25 1.18 0.23
```

Record 2
This record from OMol25 describes a 7-piece molecular cluster, C20H52BrFNO6 overall. The level of theory is ωB97M-V/def2-TZVPD.

Computed properties:
net charge = +1
HOMO-LUMO gap = 8.2 eV

XYZ file:
```
81
Properties=species:S:1:pos:R:3:lowdin_charge:R:1
C 1.59 -1.29 -3.36 -0.14
C 0.92 -2.69 -3.08 -0.66
Br 0.90 -3.00 -1.11 0.73
C -0.52 -2.84 -3.66 -0.21
C -1.47 -1.63 -3.36 -0.30
C -2.20 -1.12 -4.68 -0.11
C -2.98 0.18 -4.30 -0.11
N -3.95 0.00 -3.19 0.13
C -3.42 -0.74 -2.02 -0.25
F -4.55 -1.14 -1.27 0.00
C -2.64 -2.03 -2.36 -0.06
H 1.21 -0.81 -4.29 0.08
H 1.47 -0.62 -2.48 0.07
H 2.68 -1.47 -3.45 0.09
H 1.55 -3.49 -3.52 0.10
H -0.51 -3.04 -4.76 0.13
H -0.96 -3.76 -3.19 0.11
H -0.95 -0.75 -2.91 0.13
H -2.95 -1.92 -4.92 0.12
H -1.46 -0.98 -5.49 0.13
H -2.23 0.99 -4.11 0.15
H -3.54 0.51 -5.21 0.15
H -4.85 -0.41 -3.47 0.20
H -4.19 0.95 -2.86 0.20
H -2.84 -0.09 -1.32 0.18
H -3.27 -2.77 -2.94 0.12
H -2.18 -2.52 -1.48 0.12
C -3.64 0.41 1.82 -0.08
C -2.64 1.56 1.80 -0.31
O -3.08 2.56 0.88 -0.10
H -3.74 -0.02 0.82 0.04
H -3.32 -0.37 2.51 0.08
H -4.63 0.76 2.12 0.08
H -1.66 1.21 1.47 0.11
H -2.54 2.00 2.79 0.10
H -3.94 2.87 1.18 0.08
C 2.33 -1.81 3.64 -0.09
C 2.56 -0.80 2.52 -0.32
O 2.84 -1.48 1.30 -0.12
H 3.21 -2.44 3.76 0.08
H 2.12 -1.30 4.58 0.08
H 1.49 -2.46 3.40 0.07
H 3.41 -0.16 2.75 0.11
H 1.67 -0.17 2.38 0.10
H 2.08 -2.03 1.09 -0.02
C -3.10 6.33 3.38 -0.09
C -2.40 4.99 3.51 -0.32
O -3.16 4.12 4.34 -0.09
H -3.24 6.79 4.36 0.08
H -2.53 7.01 2.75 0.08
H -4.10 6.21 2.94 0.07
H -1.42 5.12 3.96 0.12
H -2.27 4.52 2.53 0.09
H -4.03 4.00 3.93 0.07
C 5.37 2.52 1.47 -0.08
C 4.92 3.73 2.26 -0.32
O 4.42 3.33 3.53 -0.09
H 4.55 1.82 1.33 0.07
H 5.75 2.82 0.49 0.07
H 6.16 1.98 2.00 0.04
H 4.12 4.26 1.74 0.11
H 5.75 4.43 2.41 0.11
H 5.14 2.88 3.99 0.07
C -6.21 -6.01 -4.03 -0.08
C -5.69 -4.60 -3.78 -0.32
O -4.48 -4.39 -4.50 -0.11
H -5.47 -6.75 -3.72 0.08
H -7.14 -6.18 -3.48 0.08
H -6.41 -6.17 -5.09 0.08
H -5.48 -4.45 -2.72 0.11
H -6.43 -3.86 -4.10 0.11
H -4.66 -4.51 -5.44 0.08
C 9.75 0.45 3.90 -0.09
C 8.69 1.40 3.38 -0.32
O 7.38 0.95 3.75 -0.10
H 9.59 -0.55 3.50 0.08
H 10.75 0.79 3.61 0.08
H 9.70 0.37 4.99 0.07
H 8.72 1.46 2.29 0.11
H 8.84 2.41 3.79 0.11
H 7.35 0.91 4.71 0.08
```

Record 3
This record from OMol25 describes an isolated ion of composition C9H16N3 and charge +1. The level of theory is ωB97M-V/def2-TZVPD.

Computed properties:
net charge = +1
HOMO-LUMO gap = 9.8 eV

XYZ file:
```
28
Properties=species:S:1:pos:R:3:nbo_charge:R:1
C 1.25 0.49 -1.58 0.21
N 0.57 -0.57 -1.62 -0.32
C 0.02 -0.80 -0.32 0.29
C -1.24 -1.59 -0.31 -0.45
C -2.51 -0.76 -0.24 -0.41
C -2.34 0.50 0.64 -0.37
C -1.34 1.50 -0.07 -0.44
C -0.04 0.79 0.31 -0.07
N 1.24 1.23 -0.35 -0.41
C 2.33 0.71 0.50 -0.24
C 2.33 -0.79 0.54 -0.29
N 1.05 -1.43 0.51 -0.60
H 1.92 0.61 -2.41 0.25
H -1.18 -2.35 0.41 0.24
H -1.12 -2.16 -1.34 0.26
H -3.27 -1.34 0.17 0.24
H -2.79 -0.57 -1.32 0.22
H -3.27 1.11 0.86 0.25
H -1.76 0.26 1.62 0.19
H -1.53 1.50 -1.16 0.22
H -1.52 2.38 0.29 0.22
H 0.04 0.85 1.41 0.23
H 1.28 2.24 -0.50 0.45
H 2.14 1.00 1.50 0.23
H 3.27 1.15 0.12 0.24
H 2.84 -1.19 -0.35 0.22
H 3.06 -1.32 1.31 0.28
H 0.60 -1.44 1.38 0.36
```

Record 4
This record from OMol25 describes a 2-piece molecular cluster, CH5NO overall. The level of theory is ωB97M-V/def2-TZVPD.

Computed properties:
HOMO-LUMO gap = 10.9 eV

XYZ file:
```
8
Properties=species:S:1:pos:R:3:nbo_charge:R:1
C 0.52 0.90 -0.67 -0.06
N 0.98 1.97 -0.18 -0.59
H 1.16 0.40 -1.40 0.16
H -0.47 0.53 -0.40 0.16
H 0.33 2.36 0.51 0.32
O -1.19 -2.20 0.62 -0.93
H -1.07 -2.21 1.58 0.47
H -0.31 -2.48 0.33 0.47
```

Record 5
This record from OMol25 describes C38H58F12O23 as an isolated structure. The level of theory is ωB97M-V/def2-TZVPD.

Computed properties:
HOMO-LUMO gap = 8.1 eV

XYZ file:
```
131
Properties=species:S:1:pos:R:3:lowdin_charge:R:1
C 2.03 1.95 0.09 -0.09
O 0.95 1.26 -0.46 -0.18
C 0.40 0.28 0.36 -0.23
C 1.22 -1.01 0.46 -0.17
O 0.53 -1.85 1.35 -0.13
C 1.10 -3.13 1.42 -0.18
C 0.51 -3.89 2.60 -0.19
O -0.89 -3.78 2.60 -0.20
C -1.46 -4.62 3.58 -0.09
H 2.18 2.85 -0.50 0.08
H 2.98 1.40 0.06 0.09
H 1.88 2.38 1.09 0.09
H -0.62 0.00 0.05 0.12
H 0.13 0.67 1.35 0.08
H 2.19 -0.68 0.87 0.13
H 1.31 -1.47 -0.52 0.13
H 2.18 -3.05 1.63 0.14
H 1.01 -3.73 0.51 0.11
H 0.94 -3.31 3.44 0.12
H 0.85 -4.92 2.68 0.13
H -1.36 -4.13 4.56 0.10
H -0.92 -5.57 3.60 0.09
H -2.51 -4.76 3.34 0.08
C -3.12 -0.02 -6.08 -0.06
C -1.64 0.08 -6.35 -0.20
O -0.92 0.28 -5.11 0.03
C -0.42 1.49 -4.90 -0.39
O -0.41 2.41 -5.67 0.17
C 0.17 1.66 -3.48 -0.54
F 0.42 0.47 -2.91 0.15
F 1.30 2.36 -3.54 0.18
F -0.74 2.31 -2.75 0.16
H -3.51 0.95 -5.75 0.09
H -3.34 -0.69 -5.25 0.08
H -3.67 -0.21 -7.00 0.08
H -1.45 0.84 -7.11 0.12
H -1.22 -0.87 -6.68 0.12
C 4.34 0.99 -7.24 -0.06
C 5.07 1.66 -6.07 -0.20
O 4.52 1.34 -4.81 0.05
C 4.61 0.09 -4.41 -0.40
O 5.11 -0.82 -4.99 0.18
C 3.95 -0.09 -3.02 -0.55
F 3.14 -1.14 -3.04 0.16
F 4.89 -0.27 -2.09 0.17
F 3.26 0.99 -2.67 0.16
H 4.60 1.52 -8.16 0.08
H 3.27 0.95 -7.06 0.08
H 4.72 -0.02 -7.41 0.07
H 5.12 2.72 -6.31 0.12
H 6.14 1.43 -6.12 0.13
C 3.72 8.81 3.84 -0.06
C 2.83 7.72 3.33 -0.21
O 3.20 7.44 1.98 0.05
C 2.79 6.32 1.43 -0.40
O 2.13 5.48 1.99 0.17
C 3.46 6.02 0.09 -0.55
F 4.76 5.77 0.34 0.17
F 2.88 4.99 -0.48 0.18
F 3.44 7.03 -0.79 0.16
H 3.48 9.08 4.86 0.08
H 3.76 9.66 3.16 0.08
H 4.77 8.50 3.76 0.08
H 1.77 8.00 3.39 0.14
H 2.77 6.79 3.91 0.13
C 1.03 0.93 3.40 -0.05
C 1.34 1.36 4.82 -0.15
O 2.35 0.58 5.46 0.06
C 2.12 -0.70 5.57 -0.42
O 1.05 -1.24 5.57 0.16
C 3.40 -1.55 5.75 -0.55
F 3.44 -2.43 4.74 0.15
F 4.52 -0.83 5.64 0.16
F 3.39 -2.17 6.92 0.19
H 1.94 0.91 2.79 0.09
H 0.39 1.71 3.00 0.07
H 0.64 -0.08 3.37 0.08
H 0.46 1.35 5.46 0.13
H 1.69 2.39 4.74 0.13
C -3.25 -1.27 0.62 0.00
C -3.46 -0.43 1.84 -0.24
C -2.79 -0.99 3.10 -0.07
O -2.26 0.15 3.77 0.12
C -2.40 1.23 2.99 -0.42
O -2.10 2.35 3.25 0.10
O -2.79 0.86 1.73 0.06
H -3.90 -2.15 0.68 0.07
H -2.24 -1.62 0.41 0.08
H -3.61 -0.68 -0.23 0.10
H -4.51 -0.17 2.01 0.17
H -2.02 -1.72 2.84 0.12
H -3.56 -1.47 3.70 0.14
C -3.83 -4.96 -0.25 -0.02
C -5.01 -5.37 0.63 -0.31
C -6.12 -4.30 0.80 -0.10
O -7.30 -5.06 0.64 0.07
C -7.03 -6.26 0.05 -0.55
O -7.84 -7.04 -0.30 0.18
O -5.68 -6.48 0.04 0.08
H -3.32 -5.89 -0.52 0.09
H -3.13 -4.36 0.34 0.07
H -4.15 -4.40 -1.13 0.09
H -4.62 -5.71 1.60 0.15
H -5.94 -3.46 0.13 0.12
H -6.07 -3.96 1.83 0.13
C -3.45 3.70 0.62 0.00
C -2.49 3.03 1.59 -0.31
C -1.02 3.15 1.13 -0.05
O -0.35 3.76 2.22 0.05
C -1.26 4.26 3.09 -0.57
O -1.00 5.04 3.94 0.17
O -2.50 3.86 2.78 0.02
H -3.42 4.79 0.73 0.09
H -4.49 3.40 0.74 0.08
H -3.23 3.47 -0.43 0.08
H -2.78 2.01 1.79 -0.06
H -0.90 3.74 0.23 0.15
H -0.63 2.14 1.02 0.09
C -0.94 -3.26 -3.07 -0.01
C -0.13 -4.53 -2.95 -0.31
C 1.30 -4.41 -3.44 -0.09
O 2.01 -5.31 -2.60 0.08
C 1.31 -5.52 -1.47 -0.57
O 1.64 -6.10 -0.49 0.17
O 0.06 -4.97 -1.59 0.05
H -1.06 -3.00 -4.13 0.09
H -0.43 -2.38 -2.66 0.08
H -1.93 -3.37 -2.63 0.08
H -0.75 -5.33 -3.36 0.16
H 1.75 -3.42 -3.37 0.13
H 1.33 -4.71 -4.49 0.14
```

Record 6
This record from OMol25 describes C50H54BrF2LaN2O2P4S2 as an isolated structure. The level of theory is ωB97M-V/def2-TZVPD.

Computed properties:
net charge = -2
HOMO-LUMO gap = 4.4 eV

XYZ file:
```
118
Properties=species:S:1:pos:R:3:lowdin_charge:R:1
La -0.85 -0.70 -1.63 1.58
S -1.99 -1.36 -4.29 0.47
C -0.70 -0.35 -4.66 -1.18
N 0.34 -0.31 -3.88 -0.13
C 1.24 0.71 -4.24 -0.40
C 3.21 1.58 -3.62 -0.14
C 3.29 2.82 -4.41 -0.12
C 2.47 3.30 -5.29 -0.14
C 1.28 2.70 -5.84 -0.12
C 0.82 1.50 -5.45 -0.45
S -0.56 0.64 -6.13 0.96
H 4.10 1.41 -3.07 0.12
H 4.10 3.49 -4.16 0.10
H 2.74 4.29 -5.76 0.11
H 0.79 3.15 -6.70 0.09
C -3.39 2.87 2.85 -0.31
P -4.70 1.54 2.66 0.80
C -3.99 0.23 3.67 -0.32
C -4.14 1.00 1.01 -0.50
C -4.75 -0.35 0.58 -0.43
P -4.02 -0.86 -1.10 0.83
C -4.79 -2.56 -1.24 -0.28
C -4.96 0.04 -2.46 -0.27
H -2.46 2.47 2.49 0.01
H -3.31 3.19 3.93 0.04
H -3.68 3.71 2.21 0.02
H -3.03 0.03 3.27 0.01
H -4.54 -0.70 3.48 0.03
H -3.94 0.45 4.69 0.01
H -3.00 0.82 1.07 0.07
H -4.34 1.79 0.29 0.06
H -5.88 -0.31 0.53 0.08
H -4.39 -1.10 1.32 0.03
H -5.80 -2.77 -0.86 0.04
H -4.18 -3.34 -0.81 0.00
H -4.86 -2.79 -2.30 0.02
H -6.02 -0.29 -2.53 0.04
H -4.47 -0.34 -3.36 -0.01
H -4.75 1.06 -2.42 -0.02
C 3.98 0.58 1.57 -0.33
C 3.27 0.92 2.89 -0.36
P 1.51 0.20 3.09 1.08
C 1.87 -1.30 4.21 -0.35
C 2.81 -1.28 5.27 -0.13
C 3.08 -2.41 5.99 -0.12
C 2.42 -3.60 5.68 -0.10
C 1.59 -3.66 4.56 -0.08
C 1.37 -2.53 3.78 -0.09
C 0.78 1.44 4.26 -0.35
C 0.47 1.12 5.60 -0.09
C -0.10 2.09 6.44 -0.10
C -0.43 3.35 5.95 -0.12
C -0.07 3.67 4.65 -0.12
C 0.50 2.76 3.78 -0.10
C 3.68 1.53 0.37 -0.36
P 1.85 1.60 -0.13 1.03
C 1.57 0.74 -1.74 -0.48
C 2.34 -0.60 -1.59 -0.49
C 2.77 -1.48 -2.76 -0.08
C 3.10 -0.99 -3.93 -0.13
C 2.81 0.31 -4.48 -0.14
C 1.71 1.54 -3.02 -0.20
C 1.80 3.42 -0.43 -0.34
C 2.85 4.27 -0.93 -0.08
C 2.85 5.66 -0.81 -0.12
C 1.71 6.29 -0.42 -0.13
C 0.62 5.52 -0.03 -0.10
C 0.65 4.14 -0.06 -0.13
H 3.68 -0.43 1.26 0.08
H 5.05 0.49 1.81 0.10
H 3.17 1.99 3.03 0.06
H 3.91 0.61 3.74 0.06
H 3.46 -0.45 5.50 0.09
H 3.88 -2.35 6.73 0.10
H 2.58 -4.46 6.28 0.07
H 1.10 -4.63 4.37 0.10
H 0.65 -2.52 2.97 0.09
H 0.73 0.15 5.95 0.07
H -0.40 1.77 7.45 0.09
H -0.96 4.01 6.58 0.07
H -0.37 4.67 4.26 0.11
H 0.72 3.06 2.75 0.09
H 4.39 1.23 -0.41 0.06
H 4.00 2.54 0.76 0.08
H 3.41 -0.47 -1.22 0.11
H 2.96 -2.51 -2.48 0.10
H 3.54 -1.65 -4.67 0.09
H 3.05 0.33 -5.54 0.13
H 1.20 2.47 -2.93 0.10
H 3.70 3.76 -1.33 0.08
H 3.72 6.19 -1.12 0.09
H 1.73 7.39 -0.36 0.10
H -0.28 6.03 0.33 0.10
H -0.17 3.60 0.39 0.07
N -2.24 -2.34 1.66 -0.06
C -1.95 -1.47 0.89 -0.35
H -1.98 -3.74 0.62 0.04
Br -2.35 -9.62 -2.02 0.71
C -1.76 -7.88 -2.45 -0.72
C -1.33 -7.69 -3.77 -0.15
C -0.86 -6.47 -4.18 -0.05
C -0.91 -5.38 -3.28 0.00
C -1.39 -5.58 -2.02 -0.10
C -1.79 -6.87 -1.58 -0.07
C -1.48 -4.33 -1.15 -0.48
O -1.92 -4.57 0.06 0.09
O -1.16 -3.27 -1.60 -0.09
H -1.37 -8.54 -4.47 0.10
H -0.70 -6.24 -5.22 0.11
H -0.51 -4.41 -3.52 0.12
H -2.20 -7.06 -0.52 0.14
C 1.55 -1.35 -0.48 -0.31
H 1.97 -2.31 -0.23 -0.01
H 1.49 -0.75 0.41 -0.10
F -3.21 2.05 -1.89 -0.21
C -1.79 1.87 -1.61 -0.35
F -1.14 2.63 -2.63 -0.15
H -1.61 2.56 -0.74 0.03
```

Record 7
This record from OMol25 describes a 2-piece molecular cluster, C8H21N7 overall. The level of theory is ωB97M-V/def2-TZVPD.

Computed properties:
net charge = +2
HOMO-LUMO gap = 9.9 eV

XYZ file:
```
36
Properties=species:S:1:pos:R:3:nbo_charge:R:1
C -1.09 -2.21 -0.49 -0.25
C -2.09 -2.04 0.64 -0.25
C -2.68 2.48 -0.40 -0.22
C -1.20 2.07 -0.31 -0.24
C 2.57 0.12 -0.10 -0.23
C 3.23 1.49 -0.34 -0.23
C 0.10 -0.10 -0.10 0.72
C -2.63 0.28 0.08 0.72
N 0.09 -1.46 -0.22 -0.60
N 1.21 0.53 0.05 -0.57
N -3.02 -0.93 0.52 -0.54
N -3.39 1.26 -0.28 -0.52
N -1.20 0.61 -0.10 -0.45
N 2.68 2.31 0.75 -0.86
N 2.21 -3.09 0.12 -1.10
H -0.81 -3.26 -0.48 0.25
H -1.52 -1.92 -1.42 0.23
H -2.75 -3.03 0.58 0.27
H -1.56 -1.89 1.60 0.23
H -3.12 3.08 0.38 0.23
H -3.02 2.92 -1.27 0.23
H -0.85 2.26 -1.39 0.24
H -0.70 2.64 0.43 0.24
H 2.63 -0.59 -0.82 0.23
H 3.02 -0.36 0.82 0.20
H 4.38 1.47 -0.43 0.24
H 2.77 2.00 -1.15 0.21
H 0.95 -2.00 -0.10 0.45
H 1.30 1.50 0.42 0.45
H -4.04 -0.93 0.78 0.45
H -4.32 1.27 -0.58 0.45
H 3.06 1.97 1.66 0.39
H 2.65 3.33 0.62 0.42
H 2.75 -2.70 0.85 0.39
H 2.86 -3.29 -0.64 0.41
H 1.53 -3.80 0.32 0.40
```

| no. | F_max (eV/Å) |
| --- | --- |
| 1 | 2.783 |
| 2 | 3.564 |
| 3 | 6.092 |
| 4 | 0.852 |
| 5 | 19.555 |
| 6 | 3.754 |
| 7 | 4.605 |